Entry 1:
{"formula": "C27H46BrNOP2Sn", "method": "the ωB97M-V functional and the def2-TZVPD basis", "elements": ["N", "C", "C", "C", "C", "C", "C", "Sn", "P", "C", "C", "C", "C", "C", "C", "C", "Br", "H", "H", "H", "H", "H", "H", "H", "H", "H", "H", "P", "C", "C", "H", "H", "H", "H", "H", "C", "C", "H", "H", "H", "H", "H", "C", "C", "H", "H", "H", "H", "H", "C", "C", "H", "H", "H", "H", "H", "C", "C", "H", "H", "H", "H", "H", "C", "C", "H", "H", "H", "H", "H", "C", "C", "O", "H", "H", "H", "H", "H", "H"], "coordinates": [[-1.51412, 2.89989, -6.82231], [-1.37224, 1.59418, -6.55200], [-0.88990, 1.12772, -5.31638], [-0.71509, 2.05304, -4.23749], [-0.82459, 3.42217, -4.58133], [-1.25055, 3.78633, -5.86408], [-0.45151, 1.56090, -2.87914], [-0.43631, 0.78118, 0.07773], [-1.34619, 0.40323, 2.52313], [-1.48443, 1.39211, -1.90125], [-2.36930, 0.15116, -2.03271], [-3.40858, 0.06052, -1.10298], [-3.88295, -1.17075, -0.68354], [-3.29031, -2.36762, -1.13973], [-2.26822, -2.28107, -2.09154], [-1.93119, -1.04698, -2.64576], [-3.41236, -3.77198, -0.01916], [0.55345, 1.23070, -2.65746], [-1.98558, 2.29644, -1.51014], [-0.71630, 0.05520, -5.18548], [-0.60725, 4.19058, -3.83034], [-1.60658, 0.89522, -7.35371], [-1.35599, 4.84414, -6.12040], [-3.74833, 0.96109, -0.59067], [-1.23748, -1.01470, -3.48996], [-4.62033, -1.23530, 0.09849], [-1.65279, -3.16242, -2.33129], [2.10300, 1.23613, 0.65592], [-2.80939, -0.73305, 2.68973], [-3.43879, -0.89988, 4.07182], [-2.58898, -1.73060, 2.27278], [-3.57045, -0.30069, 2.01799], [-4.27333, -1.61854, 4.04227], [-2.74627, -1.27964, 4.82815], [-3.83412, 0.06560, 4.39152], [-1.69156, 1.77389, 3.74858], [-1.56068, 1.49757, 5.25268], [-2.71726, 2.11161, 3.54462], [-1.04577, 2.62201, 3.46618], [-1.81873, 2.39034, 5.83410], [-2.22332, 0.69701, 5.59664], [-0.53118, 1.24048, 5.53501], [0.09408, -0.48972, 3.29395], [-0.17232, -1.59138, 4.31328], [0.80001, 0.24754, 3.70204], [0.61773, -0.93619, 2.43756], [0.76778, -2.05739, 4.63824], [-0.66690, -1.21179, 5.21591], [-0.78937, -2.38711, 3.87927], [3.04724, -0.10572, 1.43080], [4.56410, 0.09790, 1.42422], [2.77550, -1.04697, 0.92540], [2.69059, -0.17904, 2.47169], [4.98314, 0.10330, 0.40834], [4.85729, 1.03961, 1.91539], [5.04040, -0.72868, 1.96845], [2.76753, 2.72519, 1.48070], [1.88142, 3.96157, 1.37899], [3.75892, 2.92760, 1.05020], [2.93423, 2.45312, 2.53637], [1.93579, 4.44049, 0.39450], [0.83115, 3.72014, 1.56502], [2.18505, 4.70009, 2.12645], [2.70241, 1.29283, -1.07542], [2.92809, -0.07384, -1.74000], [3.62563, 1.89305, -1.08352], [1.96515, 1.87077, -1.64831], [2.82291, 0.02073, -2.82821], [3.93608, -0.45731, -1.51850], [2.21153, -0.85245, -1.43835], [2.29163, -5.68903, -2.10037], [1.31195, -4.54101, -2.04508], [1.71117, -3.63687, -1.01366], [3.28350, -5.36750, -2.41039], [1.94510, -6.42881, -2.81451], [2.37934, -6.18482, -1.13525], [1.35153, -4.00263, -2.99606], [0.29205, -4.90858, -1.86554], [0.91043, -3.34430, -0.55214]], "e_tot_ev": -126715.70472, "e_homo_ev": [-13.89, -13.84], "total_charge": 2, "de_lowest_kcal_mol": 11.40}

Entry 2:
{"formula": "C27H46Cl3O2OsP", "method": "the ωB97M-V functional and the def2-TZVPD basis", "elements": ["Os", "Cl", "P", "C", "H", "H", "C", "C", "C", "H", "C", "H", "H", "C", "H", "H", "C", "H", "H", "C", "H", "H", "H", "H", "C", "C", "H", "C", "H", "H", "C", "H", "H", "C", "H", "H", "C", "H", "H", "H", "H", "C", "H", "C", "H", "H", "C", "H", "H", "C", "H", "H", "C", "H", "H", "H", "H", "C", "C", "H", "C", "H", "C", "H", "H", "C", "H", "H", "C", "H", "H", "H", "H", "Cl", "C", "Cl", "C", "O", "O", "H"], "coordinates": [[0.64090, -0.40265, 1.94796], [0.84482, -0.99772, 4.25820], [0.13192, 0.33980, -0.26771], [-1.62975, -0.50380, 1.71660], [-2.57311, -0.49762, 2.67957], [-1.82664, 0.48716, 1.28790], [1.95583, 0.61869, -0.48866], [-0.78616, 1.97210, -0.44392], [2.47037, 0.67779, -1.92862], [2.16313, 1.57945, 0.01529], [3.95594, 1.02997, -1.86006], [2.31031, -0.28656, -2.41816], [1.91612, 1.43605, -2.51057], [4.76113, 0.08688, -0.95544], [4.36188, 1.01058, -2.88899], [4.04988, 2.04717, -1.50216], [4.14745, -0.05374, 0.43906], [4.84678, -0.88957, -1.41126], [5.79747, 0.47254, -0.85210], [2.67424, -0.46195, 0.31667], [4.67903, -0.81731, 1.04248], [4.19320, 0.87813, 0.99418], [2.59896, -1.42966, -0.18965], [2.28032, -0.51740, 1.40917], [-0.59232, -0.73506, -1.68324], [-2.28737, 1.82374, -0.73697], [-0.69512, 2.45537, 0.54358], [-2.95594, 3.19246, -0.59143], [-2.43573, 1.42396, -1.74242], [-2.74830, 1.09828, -0.04858], [-2.29209, 4.24609, -1.48528], [-4.02614, 3.08794, -0.83729], [-2.89360, 3.51111, 0.45021], [-0.77457, 4.30515, -1.27455], [-2.51617, 4.03578, -2.52920], [-2.71685, 5.24051, -1.26496], [-0.12398, 2.92933, -1.43108], [-0.30222, 4.98745, -1.99979], [-0.55007, 4.67100, -0.27052], [-0.24440, 2.55482, -2.45327], [0.95337, 3.00025, -1.21547], [0.16492, -2.05475, -1.87232], [-1.62398, -0.97297, -1.36053], [-0.58454, -2.95932, -2.86111], [1.17757, -1.83761, -2.23731], [0.27561, -2.59072, -0.91668], [-0.84310, -2.27733, -4.20757], [-0.01095, -3.88504, -3.01063], [-1.53344, -3.25810, -2.41217], [-1.43063, -0.87328, -4.04154], [0.08862, -2.22094, -4.77052], [-1.54013, -2.88522, -4.80668], [-0.66713, -0.01695, -3.03415], [-1.44433, -0.34788, -5.00714], [-2.47012, -0.94154, -3.71328], [0.35595, 0.17650, -3.37608], [-1.17824, 0.95072, -2.95828], [-0.09153, -2.26012, 1.76795], [-1.70333, -1.97958, 1.48745], [0.27526, -2.47059, 0.75929], [-2.48441, -2.87379, 2.43510], [-2.05388, -2.15377, 0.45135], [-1.80007, -3.00366, 3.87354], [-3.51457, -2.57913, 2.63317], [-2.51914, -3.90867, 2.09546], [-0.49012, -3.86132, 3.75506], [-1.55373, -1.99257, 4.24725], [-2.45143, -3.51033, 4.63312], [0.38677, -3.39859, 2.57957], [0.03560, -3.82379, 4.73397], [-0.82451, -4.92308, 3.67793], [1.39728, -3.36474, 2.94650], [0.46761, -4.26264, 1.94912], [-1.30554, 1.82180, 4.86551], [0.07373, 2.82261, 4.41518], [1.51507, 2.46792, 5.36758], [0.35269, 2.63599, 2.87555], [-0.02271, 3.56836, 2.14531], [0.98389, 1.56307, 2.52029], [-0.17155, 3.87450, 4.55124]], "e_tot_ev": -82158.69302, "s_squared": 6.02, "e_homo_ev": [-5.68, -8.62], "total_charge": 0, "spin_multiplicity": 5}